{"formula": "C25H23BF3O4", "method": "ωB97M-V with the def2-TZVPD basis set", "elements": ["H", "H", "O", "C", "H", "H", "C", "H", "H", "C", "C", "H", "H", "H", "C", "C", "C", "H", "C", "C", "C", "F", "C", "C", "H", "C", "C", "H", "C", "H", "O", "H", "C", "C", "H", "C", "H", "H", "C", "C", "O", "H", "C", "B", "F", "H", "H", "C", "F", "H", "C", "C", "H", "H", "O", "C"], "positions_angstrom": [[0.05227, 1.39630, -0.55606], [3.00599, 8.56705, -2.62049], [-0.36908, 3.80708, -0.99650], [1.11683, 1.46660, -0.75621], [0.55368, 8.37820, -2.31849], [-1.78287, -2.91536, 1.21027], [3.05822, 2.77907, -1.34530], [-0.37579, -3.73717, 4.38094], [-3.75093, -0.43832, 3.06288], [-2.51895, 0.04496, 1.26303], [3.85039, 1.63588, -1.26564], [-1.73357, -5.64400, 3.58410], [4.91430, 1.69441, -1.46519], [1.46585, -0.62144, -0.40746], [-3.12232, 1.66667, -0.90340], [1.43230, 5.17791, -1.62844], [2.80994, 5.27713, -1.82579], [3.89469, -0.47445, -0.87842], [0.62245, 6.29593, -1.80840], [0.47349, -4.67543, -1.91411], [-2.91656, 0.94817, 0.05052], [-0.43083, -4.94345, -2.93097], [-0.74617, -3.66443, 3.31718], [2.56490, 7.61537, -2.34536], [-1.77666, -5.67990, 0.04752], [-0.29993, -5.63414, 1.75744], [1.18703, 7.51036, -2.17184], [-0.44998, 6.21987, -1.66929], [0.03786, -4.47631, -0.59880], [-0.07351, -6.68960, 2.09882], [4.88353, 4.16983, -1.85430], [-3.04927, 2.10604, -1.92389], [-3.85918, -2.21481, 1.65864], [3.37495, 6.50196, -2.17365], [-4.75442, -2.59652, 2.26337], [1.68652, 2.69066, -1.10190], [-0.08808, -3.07988, 2.59869], [4.44624, 6.58724, -2.31505], [3.68062, 4.08109, -1.68540], [1.91121, 0.33141, -0.67274], [-1.91553, -2.80166, 3.41628], [-4.11439, -2.45752, 0.58098], [-1.42415, -5.00666, 2.69894], [-2.56840, -3.09048, 2.13634], [1.83779, -4.58056, -2.16384], [-2.04184, 0.74237, 2.01397], [-0.21439, -6.59295, -0.21603], [-3.75063, -0.67075, 1.95782], [0.25270, -3.21090, -0.06326], [-4.68733, -0.17689, 1.54108], [-0.66422, -5.64652, 0.21395], [0.82119, 3.88717, -1.22212], [0.65036, -5.03738, 1.86939], [-1.72171, -0.64941, 0.88715], [-2.66157, -4.58672, 2.12377], [3.27696, 0.41483, -0.93472]], "forces_ev_per_a": [[0.05, 0.15, -0.06], [-0.02, -0.07, 0.02], [0.11, 0.20, -0.09], [-0.06, -0.16, 0.04], [0.04, -0.06, 0.02], [0.71, 0.58, -0.23], [-0.06, -0.13, 0.01], [0.19, -0.32, -1.24], [0.23, -0.54, -1.15], [-0.31, 1.47, -0.60], [0.03, -0.25, 0.04], [0.88, 0.13, -1.07], [-0.11, 0.16, 0.01], [0.00, 0.07, -0.01], [0.63, -0.23, -1.10], [0.16, 0.24, -0.10], [-0.15, 0.19, -0.02], [-0.05, 0.06, 0.00], [-0.04, 0.24, -0.06], [-0.39, 0.76, 2.29], [0.58, -0.91, 1.15], [2.58, -0.99, 1.21], [-2.55, 1.33, 0.38], [-0.01, -0.12, 0.02], [0.99, 0.25, 0.46], [-0.42, -0.20, -0.22], [0.05, -0.13, 0.03], [0.12, -0.17, 0.05], [-1.11, -0.56, -1.35], [-0.27, 1.06, -0.57], [-0.15, 0.07, 0.00], [-0.42, -0.40, 1.69], [-1.32, -0.55, 1.46], [-0.03, 0.22, -0.06], [0.69, 0.57, -0.70], [0.17, -0.22, 0.03], [-0.08, -1.36, 0.81], [-0.08, -0.18, 0.04], [0.66, -0.12, -0.05], [0.03, 0.05, -0.02], [0.71, -0.08, 0.14], [0.41, 0.56, 1.05], [0.54, 1.20, 0.83], [0.35, 0.44, -1.45], [-2.24, 0.92, -1.33], [-0.35, -0.73, -0.84], [-0.58, 1.14, 0.32], [-0.72, 0.04, -0.93], [1.32, -2.22, 0.11], [1.05, -0.39, 0.57], [-0.10, 0.35, -0.54], [-0.69, -0.26, 0.17], [-0.91, -0.66, 0.05], [-0.90, 0.37, 0.49], [0.89, -1.00, 0.31], [-0.05, 0.19, -0.02]], "homo_lumo_gap_ev": 4.770, "mol_weight_g_mol": 455.261, "total_energy_ha": -1591.72752, "homo_ev": -4.0, "charge": -1}